57
Properties=species:S:1:pos:R:3:forces:R:3 method="wB97M-V/def2-TZVPD" e_above_lowest_kj_mol=0.0 orbital_gap_ev=9.18 charge=+2 total_energy_ev=-112216.830
O 1.022 -2.239 0.061 -0.36 0.36 -0.26
H -0.139 -1.526 -2.248 -0.11 -0.33 0.19
C -0.433 -2.528 -1.882 0.64 1.04 0.35
H -2.872 -2.247 0.580 0.12 0.10 1.01
H 0.125 -4.026 -0.525 0.01 -0.14 0.46
H -1.746 -0.681 3.023 0.15 -0.21 -0.43
C -1.125 2.096 -3.907 0.30 0.16 0.29
N 4.482 0.646 -1.774 -2.10 0.04 1.08
C 0.584 -3.145 -0.960 0.30 -0.43 -0.45
As -1.686 1.522 -2.169 -1.36 -0.66 -0.62
H -1.414 -2.509 -1.441 -0.40 0.27 0.33
H -0.151 2.598 -3.774 -0.32 -0.49 -0.26
H 4.450 3.079 1.264 -0.68 0.27 0.69
H -1.115 1.226 -4.559 0.46 -0.06 0.07
H 5.304 0.590 -2.312 0.95 -0.09 -0.92
O -0.299 0.805 -1.509 -0.17 0.57 -0.34
C 1.786 -1.921 2.260 -0.71 -0.26 1.14
C 3.290 1.226 -0.199 -1.13 0.79 0.66
N 4.419 1.548 -0.753 0.19 -1.01 -0.67
H -1.882 -2.833 2.006 -0.23 -0.17 -0.38
N 2.578 0.217 -0.783 0.50 0.25 -0.60
H -2.635 -0.529 -3.001 -0.30 -0.47 0.41
C -3.093 0.199 -2.327 -0.23 0.30 -0.68
N 1.515 1.427 1.412 1.08 0.87 -0.44
C 3.458 2.824 1.686 0.25 -0.03 -0.63
H 0.765 -1.541 2.478 0.43 -0.41 0.32
C 1.841 2.873 3.287 0.47 -0.49 -1.11
N 2.995 3.322 2.821 0.51 0.38 0.58
H -3.460 -0.194 -1.355 0.57 0.18 -0.68
H -3.586 -2.358 2.283 0.97 0.22 -0.79
H -4.028 0.111 2.879 0.39 -0.31 -0.60
C -2.659 -2.131 1.677 -0.20 -0.19 0.38
C 1.698 -2.920 1.163 -1.03 0.86 -0.65
H 2.251 -2.374 3.158 -0.42 0.40 -0.39
H 1.469 -3.504 -1.499 -0.06 0.17 -0.04
C -3.365 0.235 1.998 -0.35 0.88 0.09
C -2.161 -0.719 1.997 -1.32 0.58 0.48
O -1.203 -0.281 1.066 0.71 -0.04 -0.09
H 2.655 -3.241 0.818 0.66 -0.48 -0.24
H 3.184 -0.941 -2.528 0.21 1.05 0.74
H 1.473 3.219 4.220 -0.14 0.46 0.66
C -2.411 2.896 -1.110 -1.07 1.08 -1.40
H 0.119 1.664 2.913 0.05 -0.36 0.09
Sc 0.362 -0.075 0.069 0.27 -0.92 0.83
H -2.710 2.524 -0.176 -0.69 -0.85 1.20
H -3.952 0.101 1.079 -0.05 -0.13 0.21
H -3.287 3.432 -1.624 1.44 -0.86 0.64
H -3.107 1.314 2.020 0.33 -0.57 0.03
H -1.614 3.550 -0.895 0.83 1.31 0.06
C 2.718 1.913 0.962 -0.47 -1.34 0.55
H -0.503 -3.136 -2.743 -0.08 -0.75 -1.04
C 1.113 1.927 2.576 -0.93 0.20 -0.10
H 2.359 -1.063 1.983 0.79 0.50 -0.27
H -1.804 2.795 -4.363 -0.45 0.39 0.08
H -3.954 0.621 -2.902 0.70 -0.06 0.57
C 3.354 -0.107 -1.804 0.95 -0.98 -0.59
H 1.027 -3.732 1.382 0.17 -0.60 0.49